32
Properties=species:S:1:pos:R:3:forces:R:3 method="wB97M-V/def2-TZVPD" lumo_ev=0.32 multiplicity=1 relative_energy_kj_mol=220.85 total_energy_ha=-951.1145 gap_ev=8.29
O 3.169550 0.123609 4.570280 -0.0277 0.0994 0.0283
C 2.713294 -0.611745 3.527457 -0.2875 0.0311 -0.2879
C 3.250257 -1.863625 3.261589 -0.0298 0.3163 0.1829
C 2.784886 -2.612157 2.199875 -0.2162 0.0522 -0.2395
C 1.774651 -2.126557 1.368557 0.0751 0.3093 0.4957
C 1.307172 -2.941471 0.260989 -0.1753 0.3405 -0.2417
N 0.528748 -2.606826 -0.687395 1.2106 -2.0450 -0.6055
N -0.204004 -1.591761 -0.893129 -1.5705 1.8330 0.2563
C -0.079871 -0.623307 -1.713886 0.9990 -0.7787 0.2580
C -1.162296 0.312064 -1.924648 -0.6503 0.6253 0.0232
C -2.389894 0.164957 -1.273945 0.1575 -0.0161 -0.0709
C -3.412749 1.061386 -1.495744 -0.0370 0.2500 -0.1610
C -3.234900 2.131314 -2.362355 0.3229 -0.0764 -0.1967
O -4.276419 3.000321 -2.577159 0.0833 0.1349 -0.0072
C -1.992935 2.317083 -2.982433 -0.3513 0.0084 0.2596
O -1.767087 3.385450 -3.815566 -0.1303 0.0133 -0.0829
C -0.976787 1.403228 -2.773467 -0.0994 -0.1115 0.1047
C 1.230688 -0.867213 1.639669 0.0418 -0.0302 0.0701
C 1.688904 -0.120829 2.704270 0.0907 -0.1282 0.0313
O 1.185551 1.119414 3.018787 0.1486 -0.1281 0.0803
H 2.669720 0.951683 4.591477 0.0590 -0.0489 0.0351
H 4.033163 -2.231708 3.904761 0.1027 -0.0437 0.0870
H 3.209486 -3.585255 2.005339 0.0433 -0.1189 -0.0203
H 1.670124 -3.960331 0.212806 0.1027 -0.0619 -0.0630
H 0.850550 -0.444995 -2.256232 0.0258 -0.1852 -0.1153
H -2.531629 -0.671777 -0.608559 -0.0229 -0.0770 0.0582
H -4.371241 0.948972 -1.014691 -0.1279 -0.0334 0.0479
H -4.199075 3.394672 -3.455287 -0.0976 -0.1701 0.0499
H -2.349683 4.117009 -3.574555 0.1909 -0.0475 0.0685
H -0.036021 1.558957 -3.278041 0.1542 0.0284 -0.0614
H 0.430082 -0.478113 1.025923 -0.0145 0.0454 -0.0236
H 0.487767 1.347551 2.395313 0.0302 0.0133 0.0398